(1)
The following is a DFT calculation (wB97M-V/def2-TZVPD) of a cluster of 16 separate species, C32H64Cl32 in total in a non-equilibrium geometry.

Energy above the lowest of the compared OMol25 structures with the same formula, charge and spin   147.9 kJ/mol
E_LUMO   0.007 Ha
Electronic energy   -434942.71979 eV
Multiplicity   1
HOMO-LUMO gap   10.65 eV

Each line ends with the Löwdin charge.
Cartesian coordinates (Å):
Cl1 9.0081 -1.1626 -4.7642  0.5543
C1 7.3011 -0.6033 -4.8272  -0.6738
C2 6.4641 -1.7451 -4.3495  -0.6412
Cl2 4.7389 -1.2107 -4.4192  0.5562
H1 7.0859 -0.4284 -5.9015  0.0777
H2 7.2101 0.3404 -4.2748  0.0374
H3 6.8129 -1.9053 -3.3806  0.0222
H4 6.6183 -2.5685 -5.0371  0.0749
Cl3 -7.1496 -0.5278 -1.3014  0.5437
C3 -7.6411 -0.6985 0.4677  -0.6230
C4 -7.5191 0.5790 1.1485  -0.6628
Cl4 -8.1158 0.5429 2.8648  0.5386
H5 -7.0192 -1.4847 0.7767  -0.0246
H6 -8.6308 -1.0832 0.4205  0.0643
H7 -8.1943 1.3915 0.6565  0.1113
H8 -6.5298 0.9829 1.1419  0.0009
Cl5 3.6807 -1.0544 2.2416  0.5572
C5 5.4082 -0.7877 1.9856  -0.7136
C6 5.6612 -0.3979 0.6175  -0.6654
Cl6 5.5311 -1.8214 -0.4960  0.5358
H9 5.8842 -1.7639 2.3079  0.0910
H10 5.7266 -0.0763 2.7647  0.0488
H11 6.6538 -0.0360 0.4008  0.0728
H12 4.8686 0.3109 0.2784  0.0391
Cl7 5.0895 2.6866 2.5107  0.5403
C7 3.4292 3.1094 3.1622  -0.6067
C8 2.6222 3.8980 2.1635  -0.6719
Cl8 3.2312 5.6021 2.0321  0.5189
H13 3.4330 3.5712 4.1865  0.0985
H14 2.9553 2.1313 3.2150  0.0447
H15 1.5331 3.8821 2.3395  0.0302
H16 2.7318 3.3368 1.2042  0.0280
Cl9 1.1317 6.3830 -2.6389  0.5784
C9 0.3879 5.6623 -1.2222  -0.6950
C10 -0.2085 4.3271 -1.5458  -0.6992
Cl10 -1.6010 4.3121 -2.6926  0.5155
H17 -0.3556 6.3705 -0.7408  0.0763
H18 1.1233 5.3711 -0.5477  0.0288
H19 -0.5143 3.8560 -0.6289  -0.0297
H20 0.5421 3.8585 -2.1888  0.0361
Cl11 -0.6076 3.7513 4.3851  0.5587
C11 -1.6489 2.3027 4.7695  -0.6177
C12 -1.0173 1.3213 5.6904  -0.6496
Cl12 0.1847 0.3259 4.8646  0.5874
H21 -1.7785 1.8869 3.7678  0.0158
H22 -2.6127 2.6213 5.2268  0.0980
H23 -1.7257 0.6420 6.1860  0.0886
H24 -0.5039 1.8609 6.4676  0.0613
Cl13 7.3196 4.7684 -3.7017  0.5374
C13 5.5700 4.8095 -3.2786  -0.6116
C14 5.4325 3.8159 -2.1471  -0.5839
Cl14 5.4389 2.0717 -2.7896  0.4823
H25 5.0170 4.5535 -4.1618  0.0294
H26 5.2483 5.7628 -2.8792  0.0801
H27 4.4640 3.8842 -1.6661  0.0518
H28 6.1855 3.7732 -1.3591  0.0636
Cl15 -1.8552 -4.0474 5.7565  0.5998
C15 -0.4559 -3.3109 4.9972  -0.6749
C16 -0.5862 -3.3483 3.5246  -0.5967
Cl16 -1.8509 -2.2098 2.7832  0.5234
H29 0.4354 -3.9037 5.2337  0.0951
H30 -0.3497 -2.3684 5.4063  -0.0067
H31 -0.7400 -4.3729 3.0994  0.0573
H32 0.3798 -2.9597 3.1238  0.0742
Cl17 2.6608 4.0831 -6.1180  0.5326
C17 2.7231 2.4923 -6.9553  -0.6227
C18 2.9435 1.3300 -5.9706  -0.6726
Cl18 1.6954 1.1979 -4.6898  0.5579
H33 3.5722 2.4594 -7.6852  0.0915
H34 1.7539 2.2897 -7.4560  0.0801
H35 3.8692 1.3475 -5.4194  0.0023
H36 2.9753 0.4135 -6.5837  0.0585
Cl19 -2.3897 -0.2535 -2.3023  0.5802
C19 -3.5212 -1.5296 -1.7574  -0.6098
C20 -3.2995 -1.8034 -0.2777  -0.6668
Cl20 -3.9065 -0.4856 0.7878  0.5393
H37 -3.1852 -2.3721 -2.3624  0.0577
H38 -4.5597 -1.3195 -1.9650  0.0199
H39 -2.2324 -1.9476 -0.0676  -0.0459
H40 -3.7468 -2.7628 0.0539  0.0809
Cl21 -5.6478 -1.1504 5.7238  0.5511
C21 -5.2896 -2.1581 4.2889  -0.6653
C22 -6.5836 -2.8268 3.8878  -0.5937
Cl22 -6.3191 -3.5609 2.2659  0.6398
H41 -4.4559 -2.8910 4.5168  0.0559
H42 -5.0301 -1.4594 3.5051  0.0226
H43 -7.3542 -2.1792 3.6363  -0.0009
H44 -6.8336 -3.5255 4.6060  0.0505
Cl23 -0.9750 -3.1206 -4.8211  0.5680
C23 0.1707 -1.8422 -5.2309  -0.7224
C24 1.0968 -2.1940 -6.3311  -0.6172
Cl24 0.2191 -2.2610 -7.9341  0.5204
H45 0.7131 -1.6536 -4.3080  0.0442
H46 -0.3842 -0.9617 -5.4649  0.0463
H47 1.6008 -3.1354 -6.1837  0.0707
H48 1.8624 -1.4762 -6.4341  0.0175
Cl25 2.1673 1.4148 -0.8339  0.5867
C25 0.6339 0.5050 -0.6839  -0.6574
C26 0.0767 0.4505 0.6873  -0.5902
Cl26 -0.6642 2.0274 1.1396  0.6491
H49 0.8427 -0.4722 -0.9721  0.0072
H50 -0.0781 0.9010 -1.3670  0.0190
H51 0.9304 0.3068 1.3652  0.0512
H52 -0.5883 -0.4120 0.7437  0.0369
Cl27 -2.0417 5.3771 1.3375  0.6084
C27 -3.0426 4.2269 2.2509  -0.7311
C28 -4.4013 3.9203 1.7126  -0.6246
Cl28 -5.3755 3.0586 2.9246  0.5710
H53 -3.0389 4.6364 3.2588  0.0417
H54 -2.5180 3.2577 2.2403  -0.0271
H55 -4.3905 3.2057 0.8964  0.0674
H56 -5.0484 4.8022 1.5421  0.0792
Cl29 -2.4790 -6.4643 1.9463  0.5560
C29 -3.8478 -5.6902 2.7850  -0.7248
C30 -4.4023 -6.5032 3.9225  -0.6664
Cl30 -5.4912 -7.7649 3.2926  0.5537
H57 -4.7166 -5.4082 2.1397  0.0070
H58 -3.3647 -4.7846 3.1443  0.0005
H59 -5.0768 -5.8470 4.4978  0.0635
H60 -3.7040 -6.9317 4.6319  0.0694
Cl31 2.6950 -5.5889 -1.3526  0.6184
C31 2.0527 -4.1126 -1.9407  -0.7200
C32 1.5876 -3.1498 -0.8271  -0.5525
Cl32 -0.1473 -3.4439 -0.2274  0.5468
H61 1.3012 -4.1180 -2.7047  0.0502
H62 2.9330 -3.6542 -2.4366  0.0625
H63 1.5191 -2.1577 -1.3500  0.0569
H64 2.2072 -3.1104 0.0535  0.0429

(2)
The following is a DFT calculation (wB97M-V/def2-TZVPD) of a cluster of 6 separate species, C32H64ClNO8P2S in total in a non-equilibrium geometry.

E_LUMO   -0.027 Ha
Electronic energy   -94026.75471 eV
Multiplicity   1
SMILES   CP(O)c1cc2c(c([PH2]=S)c1CCCCl)C(=O)NC2=O.CCOCC.CCOCC.CCOCC.CCOCC.CCOCC
HOMO-LUMO gap   7.85 eV

Each line ends with the Löwdin charge.
Cartesian coordinates (Å):
C1 -1.7202 -3.6282 -0.5263  -0.2425
P1 -0.1816 -2.8019 -1.0968  0.9050
O1 0.5448 -3.8830 -2.1062  -0.3012
C2 0.8147 -2.9493 0.4269  -0.2774
C3 1.6285 -4.0665 0.5578  0.0224
C4 2.4501 -4.1526 1.6526  -0.0810
C5 2.4405 -3.1673 2.6204  -0.0903
C6 1.6058 -2.0572 2.5414  -0.2464
P2 1.6499 -0.8500 3.9177  0.4475
S1 0.0349 0.1498 4.3494  0.1770
C7 0.7886 -1.9368 1.4001  -0.2067
C8 -0.0746 -0.7248 1.1679  -0.2238
C9 0.7720 0.5342 0.8985  -0.2605
C10 0.0914 1.5114 -0.0632  -0.5651
Cl1 -0.4948 2.9779 0.7839  0.5576
C11 3.4759 -3.5569 3.6436  -0.3801
O2 3.7584 -3.0688 4.7056  0.0901
N1 4.1325 -4.6779 3.1126  0.1877
C12 3.4459 -5.1958 2.0108  -0.3698
O3 3.6537 -6.2505 1.4756  0.1312
H1 -1.8852 -3.3129 0.5042  0.0408
H2 -1.6505 -4.7129 -0.5843  0.0473
H3 -2.5546 -3.2518 -1.1111  0.0294
H4 0.3026 -3.6008 -2.9975  0.0420
H5 1.6522 -4.8319 -0.2085  0.1209
H6 2.7865 -0.0683 3.6467  -0.0113
H7 2.0322 -1.6176 5.0104  -0.0209
H8 -0.6767 -0.8921 0.2791  0.0446
H9 -0.7716 -0.5742 1.9884  0.0641
H10 1.0295 1.0440 1.8223  0.0484
H11 1.6972 0.2108 0.4160  0.1189
H12 0.7883 1.8523 -0.8206  0.0617
H13 -0.7786 1.0712 -0.5396  0.0624
H14 4.5583 -5.3152 3.7725  0.1674
C13 4.5648 4.7359 3.9907  -0.0784
C14 3.9174 3.4002 3.6690  -0.2835
O4 4.5028 2.7169 2.5724  -0.1694
C15 5.8663 2.3661 2.7224  -0.2833
C16 6.1411 1.4290 3.8870  -0.0777
H15 4.5930 5.3684 3.1025  0.0824
H16 3.9952 5.2463 4.7674  0.0776
H17 5.5878 4.6202 4.3525  0.0658
H18 2.8778 3.5608 3.3827  0.1182
H19 3.9037 2.7555 4.5557  0.1063
H20 6.4890 3.2647 2.8004  0.1075
H21 6.1364 1.8760 1.7865  0.1170
H22 5.9537 1.9056 4.8500  0.0679
H23 7.1844 1.1125 3.8729  0.0769
H24 5.5077 0.5422 3.8229  0.0687
C17 -0.0429 1.8396 -4.7726  -0.0747
C18 0.2294 0.4817 -4.1486  -0.2853
O5 -0.5179 -0.5751 -4.7251  -0.1727
C19 -0.2963 -0.8116 -6.1038  -0.2834
C20 1.1356 -1.1889 -6.4451  -0.0787
H25 -1.1122 2.0543 -4.7634  0.0842
H26 0.4754 2.6182 -4.2118  0.0761
H27 0.3015 1.8925 -5.8065  0.0665
H28 -0.0648 0.4953 -3.0992  0.0984
H29 1.3017 0.2533 -4.1727  0.1095
H30 -0.6161 0.0513 -6.6986  0.1078
H31 -0.9638 -1.6349 -6.3599  0.1170
H32 1.8283 -0.3641 -6.2725  0.0671
H33 1.2072 -1.4656 -7.4973  0.0769
H34 1.4647 -2.0346 -5.8389  0.0768
C21 4.2268 -8.5902 -0.6598  -0.0818
C22 2.7175 -8.4390 -0.6148  -0.2799
O6 2.1059 -8.3910 -1.8965  -0.1620
C23 2.2864 -9.5321 -2.7120  -0.2885
C24 1.7254 -10.8140 -2.1189  -0.0828
H35 4.6683 -7.8093 -1.2808  0.0845
H36 4.6372 -8.5103 0.3456  0.0672
H37 4.5276 -9.5563 -1.0700  0.0655
H38 2.4607 -7.4978 -0.1392  0.0859
H39 2.2708 -9.2360 -0.0079  0.1110
H40 3.3451 -9.6618 -2.9658  0.1063
H41 1.7655 -9.3012 -3.6420  0.1161
H42 2.2688 -11.1224 -1.2247  0.0649
H43 1.7976 -11.6240 -2.8455  0.0746
H44 0.6776 -10.6807 -1.8460  0.0803
C25 -6.8122 1.7266 0.6110  -0.0818
C26 -5.3868 1.4161 1.0381  -0.2867
O7 -4.3994 2.1192 0.3099  -0.1687
C27 -4.4559 3.5347 0.4034  -0.2826
C28 -4.2874 4.0704 1.8128  -0.0726
H45 -6.9292 1.5771 -0.4634  0.0800
H46 -7.5095 1.0710 1.1340  0.0747
H47 -7.0914 2.7561 0.8394  0.0654
H48 -5.1736 0.3613 0.8594  0.1154
H49 -5.2665 1.5855 2.1144  0.1080
H50 -5.3833 3.9089 -0.0462  0.0995
H51 -3.6370 3.8961 -0.2188  0.1104
H52 -5.1245 3.7928 2.4565  0.0681
H53 -4.2318 5.1590 1.7919  0.0663
H54 -3.3755 3.6743 2.2628  0.0696
C29 -5.0951 7.8775 -2.3388  -0.0780
C30 -5.7676 7.2933 -1.1081  -0.2804
O8 -4.9587 7.3116 0.0534  -0.1732
C31 -4.5448 8.5885 0.5041  -0.2800
C32 -5.6906 9.5132 0.8788  -0.0799
H55 -4.1343 7.3917 -2.5139  0.0824
H56 -5.7276 7.7288 -3.2145  0.0765
H57 -4.9166 8.9491 -2.2382  0.0660
H58 -5.9905 6.2397 -1.2799  0.1106
H59 -6.7245 7.7940 -0.9201  0.1085
H60 -3.8933 9.0660 -0.2367  0.1082
H61 -3.9311 8.3914 1.3834  0.1179
H62 -6.2896 9.7956 0.0118  0.0658
H63 -5.2994 10.4293 1.3223  0.0762
H64 -6.3505 9.0292 1.6001  0.0818

What is the multiplicity in the first record?
1

Among the records above, which one has the lowest electronic energy?
C32H64Cl32